Here is C3H2O3 in the gas phase from the Open Molecules 2025 dataset. Energies are from the ωB97M-V functional and the def2-TZVPD basis.

Each atom is followed by the atoms it is bonded to, with distances in Å.
Cartesian coordinates (Å):
1 O -2.0556 -0.0935 0.8426  C2 1.204
2 C -0.9732 0.4256 0.7495  O1 1.204, C3 1.532, H7 1.107
3 C -0.1360 0.3014 -0.5275  C2 1.532, O4 1.206, C5 1.532
4 O -0.3958 0.8959 -1.5442  C3 1.206
5 C 1.0737 -0.6303 -0.4066  C3 1.532, O6 1.206, H8 1.105
6 O 1.3456 -1.1342 0.6549  C5 1.206
7 H -0.5189 1.0265 1.5606  C2 1.107
8 H 1.6603 -0.7914 -1.3294  C5 1.105

Orbital gap in eV: 8.762
Relative energy (zero: lowest compared OMol25 entry of this formula, charge and spin) in kcal per mole: 36.7
SMILES: O=CC(=O)C=O
Max |F| in eV/Å: 0.683